(1)
C4H10N2O | ωB97M-V/def2-TZVPD

Output
Largest force on an atom: 4.6 eV/A
HOMO energy: -8.09 eV
SMILES string: CN(C)/N=C/CO
Energy above the lowest of the compared OMol25 structures with the same formula, charge and spin: 86.0 kcal/mol
Spin multiplicity: 1
Charge: 0
LUMO: 0.9 eV
Orbital gap: 8.978 eV

Structure (XYZ):
```
17
Properties=species:S:1:pos:R:3:forces:R:3
C -0.117 0.646 1.771 -1.9 0.9 1.4
C 1.311 1.864 0.351 2.1 -0.7 -0.4
C -0.415 -1.273 -0.237 0.8 2.6 -1.3
C -0.658 -2.034 -1.521 -0.2 1.3 0.5
H -1.173 0.804 1.614 -0.9 -0.3 -0.6
H 0.073 1.533 2.338 0.8 0.3 0.6
H -0.070 -0.207 2.394 0.5 -1.2 0.6
H 1.855 2.307 1.220 -0.6 -0.9 -0.3
H 0.687 2.613 -0.018 -1.3 1.4 -0.8
H 2.063 1.632 -0.392 0.2 0.2 -0.3
H -1.080 -1.450 0.549 -0.6 -0.4 1.7
H 0.332 -2.241 -1.903 0.1 -0.4 -0.7
H -1.244 -2.924 -1.346 0.2 -0.4 0.1
H -0.986 -0.483 -2.657 0.3 0.5 0.0
N 0.612 0.633 0.591 0.4 1.4 2.4
N 0.287 -0.160 -0.346 0.1 -3.6 -2.8
O -1.476 -1.261 -2.409 0.0 -0.7 -0.2
```
Positions in Å, forces in eV/Å.



(2)
C42H34F6N2O4S2 | ωB97M-V/def2-TZVPD

Output
Largest force on an atom: 1.7 eV/A
HOMO energy: -6.96 eV
Spin multiplicity: 1
Charge: 0
LUMO: -2.0 eV
Orbital gap: 4.931 eV

Structure (XYZ):
```
90
Properties=species:S:1:pos:R:3:forces:R:3
F -6.082 1.425 -4.272 0.2 -0.7 0.7
C -5.908 0.587 -3.218 -0.5 1.0 1.1
F -5.163 1.242 -2.269 -0.9 -0.4 -1.0
F -7.145 0.346 -2.666 1.0 0.5 -0.5
C -5.253 -0.716 -3.575 0.4 -0.7 0.3
N -4.959 -1.457 -2.340 0.0 0.3 -1.0
C -5.834 -2.535 -2.038 -1.2 -0.6 -0.2
C -5.627 -3.775 -2.670 0.2 0.4 0.5
C -6.543 -4.805 -2.503 -0.2 0.0 0.0
C -7.701 -4.600 -1.745 0.2 0.1 0.2
C -7.915 -3.368 -1.121 0.0 -0.1 -0.2
C -7.018 -2.320 -1.311 0.7 -0.1 0.1
C -3.761 -1.256 -1.686 0.6 0.2 0.5
C -3.702 -1.349 -0.277 0.2 0.0 -0.3
C -2.590 -0.896 0.405 0.4 -0.1 0.2
C -1.395 -0.526 -0.277 -0.6 0.0 -0.8
C -0.183 -0.112 0.386 0.5 -1.3 -0.2
C 1.096 -0.616 0.027 -0.3 0.1 -0.5
C 2.281 -0.112 0.634 0.1 0.0 0.2
C 3.528 -0.503 0.206 -0.2 -0.1 0.2
C 3.678 -1.418 -0.869 -0.1 0.4 -0.3
N 4.893 -1.599 -1.485 0.3 0.4 0.7
C 5.954 -0.605 -1.271 -0.2 -0.6 0.4
C 5.738 0.559 -2.191 -0.6 1.0 -1.2
F 6.517 1.636 -1.904 -0.6 -1.1 -0.2
F 6.005 0.173 -3.484 -0.2 0.6 1.0
F 4.428 0.973 -2.165 1.4 -0.2 -0.1
C 5.267 -2.764 -2.221 1.0 -0.8 -1.0
C 5.243 -2.779 -3.631 -0.4 0.0 0.6
C 5.680 -3.903 -4.333 0.2 0.0 0.2
C 6.223 -4.997 -3.651 -0.3 0.2 0.1
C 6.316 -4.960 -2.256 0.2 0.1 -0.2
C 5.890 -3.836 -1.551 -0.7 0.3 -0.1
C 2.520 -2.059 -1.370 -0.5 -0.1 0.2
C 1.272 -1.661 -0.938 0.3 -0.1 0.0
C -1.435 -0.601 -1.697 0.3 -0.2 0.3
C -2.587 -0.915 -2.390 -0.1 -0.1 0.2
H -5.961 -1.313 -4.155 0.2 0.2 -0.2
H -4.335 -0.507 -4.135 -0.4 0.0 -0.1
H -4.729 -3.896 -3.278 -0.2 -0.1 0.2
H -6.361 -5.765 -2.982 -0.1 0.2 0.1
H -8.430 -5.405 -1.628 0.3 0.2 0.0
H -8.797 -3.208 -0.501 0.1 -0.1 -0.2
H -7.205 -1.328 -0.903 0.0 -0.3 0.0
H -4.566 -1.760 0.248 0.2 0.4 0.0
H -2.596 -0.876 1.491 0.0 0.1 -0.2
H -0.222 0.598 1.215 -0.2 0.0 0.3
H 2.191 0.574 1.479 0.0 0.0 -0.1
H 4.401 -0.128 0.742 -0.4 0.0 -0.3
H 5.950 -0.243 -0.239 0.3 -0.1 -0.3
H 6.906 -1.076 -1.522 0.0 0.2 0.2
H 4.877 -1.897 -4.157 0.0 -0.3 0.1
H 5.611 -3.914 -5.422 0.1 0.0 0.3
H 6.561 -5.877 -4.206 -0.1 0.3 0.2
H 6.746 -5.804 -1.716 -0.1 0.3 -0.1
H 6.011 -3.769 -0.468 -0.1 -0.1 -0.3
H 2.626 -2.852 -2.110 -0.1 0.2 0.2
H 0.393 -2.165 -1.333 0.3 0.1 0.1
H -0.514 -0.428 -2.250 -0.3 0.3 0.0
H -2.564 -0.973 -3.480 0.0 0.2 0.4
C 3.671 6.077 0.971 -0.1 -0.2 0.1
C 3.196 4.979 0.243 -0.1 0.0 0.2
C 2.392 4.015 0.868 0.3 0.2 0.1
C 2.106 4.132 2.230 -0.2 0.3 -0.7
S 1.096 2.923 3.100 -0.5 0.7 0.0
C -0.278 2.569 2.098 0.2 0.2 -0.1
S -1.864 2.403 2.858 0.8 1.1 0.3
C -1.708 2.452 4.647 0.0 -0.1 0.2
C -1.231 1.304 5.279 -0.1 0.2 0.0
C -1.045 1.311 6.659 -0.1 0.1 0.0
C -1.369 2.453 7.399 0.0 0.0 -0.2
C -1.895 3.584 6.764 0.0 -0.2 -0.2
C -2.073 3.583 5.381 0.1 -0.2 -0.2
O -2.602 3.583 2.443 -0.5 -0.6 0.0
O -2.425 1.079 2.630 0.1 0.1 -0.5
O 1.929 1.736 3.274 -0.1 0.2 0.1
O 0.713 3.668 4.289 0.4 -0.6 0.2
C 2.554 5.245 2.948 0.0 0.0 -0.1
C 3.341 6.213 2.324 0.0 -0.3 -0.3
H 4.296 6.832 0.488 -0.2 -0.3 0.1
H 3.456 4.867 -0.812 -0.1 0.1 0.3
H 1.980 3.181 0.301 0.2 0.1 0.1
H -0.376 3.282 1.253 0.0 -0.3 0.8
H -1.017 0.415 4.687 0.0 0.2 0.2
H -0.659 0.409 7.137 -0.1 0.4 0.0
H -1.218 2.462 8.476 0.0 0.0 -0.2
H -2.172 4.472 7.336 0.1 -0.3 -0.1
H -2.487 4.446 4.862 0.2 -0.2 0.1
H 2.274 5.365 3.991 0.0 -0.2 -0.2
H 3.698 7.069 2.901 -0.1 -0.2 -0.2
```
Positions in Å, forces in eV/Å.



(3)
N2O6Sr | ωB97M-V/def2-TZVPD

Output
Largest force on an atom: 9.9 eV/A
HOMO energy: -9.24 eV
Energy above the lowest of the compared OMol25 structures with the same formula, charge and spin: 74.3 kcal/mol
Spin multiplicity: 1
Charge: 0
LUMO: -2.7 eV
Orbital gap: 6.506 eV

Structure (XYZ):
```
9
Properties=species:S:1:pos:R:3:forces:R:3
Sr -0.058 -0.054 -0.052 0.2 0.2 0.1
N 3.419 -0.843 0.780 7.1 0.5 4.7
O 2.297 -0.977 0.452 -9.0 0.8 -4.0
O 3.801 -1.705 1.586 1.2 0.0 -0.3
O 4.119 0.156 0.500 -1.0 -0.8 -0.6
N -3.374 0.881 -0.800 -5.6 -2.2 -4.4
O -2.393 1.158 -0.194 7.5 1.3 3.4
O -3.459 0.904 -2.019 2.2 1.0 -2.4
O -4.352 0.480 -0.254 -2.5 -0.8 3.6
```
Positions in Å, forces in eV/Å.



(4)
C69H151N7O13 | ωB97M-V/def2-TZVPD

Output
Largest force on an atom: 5.4 eV/A
HOMO energy: -7.86 eV
SMILES string: CC1(C)CCCC(C)(C)N1O.CC1(C)CCCC(C)(C)N1O.CC1(C)CCCC(C)(C)N1O.CC1(C)CCCC(C)(C)N1O.CC1(C)CCCC(C)(C)N1O.CC1(C)CCCC(C)(C)N1O.CC1(C)CCCC(C)(C)N1O.OCCO.OCCO.OCCO
Energy above the lowest of the compared OMol25 structures with the same formula, charge and spin: 113.5 kcal/mol
Spin multiplicity: 1
Charge: 0
LUMO: 0.4 eV
Orbital gap: 8.277 eV

Structure (XYZ):
```
240
Properties=species:S:1:pos:R:3:forces:R:3
C -3.231 -3.205 0.603 -1.8 0.0 -0.6
C -3.157 -4.246 -0.504 0.9 -1.0 1.5
O -2.379 -3.812 -1.571 0.6 0.2 -1.0
O -4.049 -2.116 0.144 0.8 0.8 -0.2
H -2.238 -2.814 0.827 -0.1 0.0 0.0
H -3.714 -3.581 1.504 0.4 -0.4 0.1
H -4.102 -4.667 -0.849 -0.5 0.5 0.2
H -2.612 -5.113 -0.132 0.0 -0.2 0.3
H -2.504 -2.874 -1.733 -0.2 0.3 0.0
H -4.989 -2.305 0.181 0.1 -0.4 0.1
C -3.297 3.918 -1.961 -2.0 -0.2 0.6
C -4.134 4.580 -3.044 2.0 1.5 -0.5
O -3.589 4.386 -4.400 -1.2 -0.7 1.1
O -2.073 4.501 -1.670 1.6 0.2 -0.9
H -3.228 2.855 -2.192 0.2 -0.2 0.1
H -3.802 4.073 -1.008 -1.1 -0.5 -0.1
H -4.043 5.660 -2.921 -0.2 0.2 0.5
H -5.191 4.379 -2.871 0.1 -0.7 -0.9
H -2.734 4.823 -4.381 0.1 0.0 0.0
H -1.507 3.747 -1.489 0.6 0.1 0.0
C -0.449 0.456 0.462 -2.2 -0.3 0.3
C -1.322 0.263 -0.824 1.3 0.8 0.6
O -0.907 1.205 -1.834 -0.7 0.5 0.8
O 0.806 -0.007 0.204 1.9 -0.2 -0.8
H -0.785 -0.163 1.295 -0.7 0.0 0.0
H -0.380 1.482 0.823 -0.5 0.3 -0.2
H -2.388 0.416 -0.656 0.0 -0.1 0.0
H -1.079 -0.756 -1.125 -0.4 -0.2 -0.2
H -0.135 0.974 -2.355 -0.1 -0.7 -0.2
H 1.076 0.590 -0.498 1.0 -0.1 -0.2
C -5.229 -0.617 3.872 0.8 -0.2 0.7
C -4.907 0.880 3.768 0.7 -0.3 -1.5
C -3.680 0.914 2.743 0.5 -1.1 1.2
C -3.265 2.192 2.111 -1.6 -0.1 -0.7
C -4.558 2.711 1.450 1.1 1.9 1.0
C -5.790 2.862 2.428 0.1 0.6 -2.3
N -6.062 1.576 3.095 1.5 -0.6 -1.0
O -7.159 1.670 3.934 -0.5 0.8 1.4
C -5.544 4.084 3.333 0.2 -0.4 1.3
C -6.944 3.265 1.433 0.0 -0.9 0.5
C -4.476 1.414 5.160 -0.4 1.1 -1.2
H -5.281 -1.167 2.932 -0.7 0.5 -0.3
H -6.036 -0.854 4.566 -0.2 0.1 -0.2
H -4.337 -1.072 4.303 0.1 0.0 0.4
H -2.803 0.555 3.282 0.0 -0.5 0.4
H -3.842 0.185 1.949 -0.4 -0.1 0.0
H -2.566 2.034 1.289 0.3 -0.2 0.2
H -2.788 2.869 2.819 -0.3 0.3 0.0
H -4.739 2.327 0.446 -0.4 -0.9 0.4
H -4.219 3.719 1.208 -0.7 0.6 -0.1
H -6.140 4.965 3.089 -0.1 -0.2 -0.1
H -5.747 3.774 4.358 -0.5 0.3 0.1
H -4.511 4.420 3.423 0.3 -0.1 -0.5
H -7.915 3.409 1.907 0.2 0.5 0.4
H -6.614 4.151 0.891 -0.2 0.1 0.2
H -7.163 2.496 0.693 0.4 -0.3 -0.1
H -4.120 2.431 4.997 -0.1 0.3 0.1
H -3.604 0.928 5.597 -0.4 -0.6 0.0
H -5.361 1.482 5.792 0.3 -0.2 0.3
H -7.829 1.028 3.687 0.2 -0.2 -0.5
C -0.519 -2.804 3.981 -0.2 0.4 0.3
C 0.617 -1.828 4.432 -1.7 0.0 0.1
C 0.155 -0.341 4.322 2.0 0.4 -0.8
C 1.150 0.610 4.990 -0.6 1.0 2.3
C 1.143 0.306 6.508 -0.2 -0.3 -1.3
C 1.652 -1.117 6.684 1.9 -0.1 0.5
N 0.903 -2.088 5.844 -1.5 3.5 0.1
O 1.214 -3.362 6.078 0.5 -2.2 0.6
C 3.284 -1.187 6.423 -1.8 0.4 0.4
C 1.356 -1.473 8.151 0.2 -0.7 0.4
C 1.803 -2.099 3.540 0.2 0.7 -0.1
H -0.888 -2.526 2.993 0.2 0.0 -0.2
H -1.393 -2.794 4.632 0.1 0.4 0.3
H -0.219 -3.851 3.965 0.4 0.1 -0.1
H 0.247 0.042 3.306 -0.6 -0.8 -0.6
H -0.835 -0.081 4.698 0.0 -0.5 0.1
H 0.819 1.636 4.828 -0.4 0.1 0.0
H 2.197 0.694 4.700 0.0 -0.8 -0.7
H 0.136 0.299 6.926 -0.3 0.2 -0.3
H 1.693 1.033 7.106 0.4 -0.2 -0.1
H 3.738 -0.365 5.869 -0.5 0.3 -0.2
H 3.741 -1.113 7.410 0.3 -0.7 -0.1
H 3.513 -2.073 5.833 0.3 -0.2 0.6
H 1.798 -2.431 8.424 -0.1 -0.1 0.0
H 1.701 -0.762 8.901 0.5 0.4 -0.4
H 0.286 -1.517 8.356 -0.1 -0.2 -0.4
H 1.545 -1.907 2.498 0.0 -0.2 -0.1
H 2.115 -3.137 3.655 0.3 0.0 -0.2
H 2.581 -1.389 3.820 0.4 -0.3 -0.2
H 2.042 -3.532 5.624 0.6 -0.4 -0.1
C -3.648 -1.376 -3.411 -1.5 -1.0 -0.1
C -3.848 -2.287 -4.665 -0.9 0.1 -0.5
C -2.740 -1.920 -5.596 1.1 -0.2 -1.3
C -2.529 -2.848 -6.817 -0.3 -0.2 2.2
C -2.355 -4.296 -6.215 -0.5 1.4 -1.8
C -3.484 -4.806 -5.268 1.6 1.2 -0.6
N -3.819 -3.707 -4.343 1.5 -0.3 -0.4
O -4.679 -4.126 -3.317 -0.2 0.4 -0.2
C -4.614 -5.421 -6.068 -0.5 -0.1 -1.2
C -2.790 -5.858 -4.455 -0.4 -1.3 1.9
C -5.139 -1.981 -5.425 -0.6 0.7 1.0
H -3.918 -0.338 -3.607 0.3 0.0 -0.3
H -2.656 -1.441 -2.963 0.1 0.1 -0.3
H -4.388 -1.703 -2.681 0.1 0.0 0.3
H -2.929 -0.911 -5.962 0.1 0.2 0.2
H -1.818 -1.921 -5.015 0.4 0.0 0.0
H -1.650 -2.476 -7.342 0.2 -0.4 -0.1
H -3.356 -2.794 -7.525 -0.2 -0.1 0.1
H -1.380 -4.369 -5.733 0.0 0.0 0.0
H -2.388 -4.856 -7.150 0.4 -1.0 0.4
H -4.419 -6.439 -6.406 0.1 -0.6 1.1
H -5.585 -5.341 -5.580 0.1 -0.1 0.0
H -4.671 -5.059 -7.095 -0.3 1.2 0.1
H -3.519 -6.368 -3.824 -0.3 -0.2 -0.1
H -2.282 -6.661 -4.989 0.0 0.3 -0.5
H -2.117 -5.455 -3.699 0.4 0.4 -0.4
H -5.134 -0.926 -5.697 -0.2 0.0 -0.3
H -5.982 -2.139 -4.752 -0.2 0.0 0.0
H -5.289 -2.616 -6.299 0.2 0.1 0.0
H -4.014 -4.191 -2.628 -0.1 -0.2 0.5
C 1.876 2.773 -4.629 0.3 -0.6 -0.5
C 1.663 1.554 -5.633 -0.4 1.5 0.4
C 2.934 1.466 -6.544 0.2 -1.3 0.6
C 4.055 0.616 -5.883 -0.4 0.1 0.3
C 3.569 -0.735 -5.358 0.4 0.5 -1.1
C 2.361 -0.694 -4.461 -0.9 -0.2 1.2
N 1.370 0.242 -5.002 1.3 0.0 -1.9
O 0.127 0.179 -4.377 0.2 0.1 0.4
C 1.765 -2.154 -4.430 -0.4 0.9 0.0
C 2.729 -0.301 -3.014 0.3 -0.6 -0.6
C 0.401 1.969 -6.438 0.5 0.8 0.0
H 2.240 3.661 -5.145 0.1 -0.1 -0.4
H 2.659 2.533 -3.910 -0.3 0.0 0.4
H 0.941 3.128 -4.196 0.0 -0.5 0.5
H 2.636 1.027 -7.496 0.0 -0.4 0.0
H 3.407 2.409 -6.819 -0.6 0.4 0.3
H 4.528 1.141 -5.053 -0.2 0.4 0.2
H 4.894 0.447 -6.558 -0.2 0.0 -0.3
H 4.412 -1.202 -4.849 -0.1 -0.3 0.1
H 3.321 -1.332 -6.235 0.0 -0.3 0.0
H 2.553 -2.901 -4.334 0.1 0.1 -0.4
H 1.076 -2.381 -3.616 0.1 0.5 0.3
H 1.150 -2.288 -5.320 0.4 -0.3 -0.3
H 1.796 -0.161 -2.470 0.2 0.0 0.3
H 3.287 -1.151 -2.621 0.0 0.1 0.5
H 3.371 0.578 -2.964 -0.1 0.1 0.0
H 0.183 1.393 -7.338 0.0 -0.4 0.2
H 0.545 2.998 -6.768 0.3 0.1 -0.3
H -0.471 2.094 -5.796 0.0 -0.6 0.0
H -0.408 -0.199 -5.079 -0.6 -0.1 0.2
C 6.578 4.100 -0.020 -1.1 -0.4 -0.9
C 5.762 2.756 -0.081 0.1 1.2 -1.7
C 6.702 1.660 -0.647 0.2 -0.8 1.0
C 6.208 0.234 -0.317 -0.8 0.7 -0.1
C 5.926 0.020 1.210 1.2 0.7 -1.3
C 5.060 1.119 1.812 -1.6 -0.4 0.8
N 5.361 2.459 1.273 1.4 -2.5 0.1
O 4.532 3.392 1.845 -0.5 1.1 0.3
C 3.579 0.709 1.588 0.0 1.1 -2.4
C 5.213 1.073 3.330 1.3 -0.2 0.0
C 4.535 2.927 -1.100 -0.1 -0.4 0.3
H 7.428 4.098 0.662 -0.3 -0.2 0.2
H 5.846 4.883 0.176 0.3 0.2 0.5
H 6.960 4.346 -1.011 0.1 -0.2 -0.2
H 6.833 1.705 -1.728 -0.5 0.4 -0.1
H 7.726 1.782 -0.294 0.0 0.2 0.5
H 6.879 -0.491 -0.778 0.1 -0.2 0.4
H 5.311 0.197 -0.935 -0.5 -0.6 0.3
H 6.911 0.046 1.675 0.1 0.0 0.3
H 5.471 -0.939 1.456 0.0 0.0 -0.2
H 3.082 -0.126 2.082 0.6 0.2 0.4
H 2.947 1.597 1.574 -0.2 0.0 0.7
H 3.596 0.477 0.523 -0.5 -0.5 -0.3
H 5.122 0.013 3.567 -0.5 0.0 0.4
H 6.240 1.284 3.629 0.2 0.4 0.0
H 4.542 1.707 3.909 -0.2 -0.2 -0.2
H 4.035 1.969 -1.241 0.1 -0.3 0.1
H 4.750 3.271 -2.112 0.8 0.0 0.0
H 3.717 3.594 -0.828 0.3 0.2 0.8
H 5.148 3.786 2.467 -0.3 0.5 0.4
C 0.738 4.104 0.956 -0.3 1.0 -0.4
C 0.404 5.421 1.806 -0.1 -0.1 0.1
C -0.829 5.037 2.639 -1.9 0.6 0.6
C -1.217 5.917 3.882 1.9 -0.5 -1.6
C 0.024 5.779 4.715 -0.6 1.9 0.9
C 1.322 6.396 4.018 -2.5 -0.9 2.2
N 1.512 5.617 2.795 -0.3 -0.6 0.5
O 2.750 5.966 2.227 0.0 0.6 -0.7
C 1.107 7.916 3.818 0.4 -0.8 -0.4
C 2.408 6.155 5.112 0.7 0.7 -2.1
C 0.066 6.613 0.851 2.0 -0.6 -0.2
H 0.113 4.096 0.063 -0.7 -0.1 0.3
H 0.569 3.191 1.527 0.1 0.2 0.1
H 1.690 4.004 0.434 0.7 0.5 0.7
H -1.745 5.094 2.050 0.3 -0.8 -0.8
H -0.606 4.033 2.999 -0.6 -0.1 0.1
H -2.134 5.739 4.444 0.0 -1.0 -0.3
H -1.317 6.977 3.649 0.0 0.0 -0.5
H 0.132 4.790 5.160 0.4 -0.2 -0.4
H -0.312 6.424 5.527 1.2 0.2 0.9
H 2.000 8.234 3.278 -0.1 0.5 0.0
H 0.220 8.125 3.220 0.2 0.0 -0.1
H 0.987 8.450 4.760 0.3 -0.1 0.1
H 3.270 6.728 4.770 0.4 0.0 0.2
H 2.122 6.562 6.082 -0.2 -0.4 -0.1
H 2.732 5.114 5.096 -0.3 -0.1 0.4
H -0.302 6.245 -0.107 -0.9 0.0 0.3
H 1.039 6.980 0.526 0.3 0.4 0.2
H -0.463 7.471 1.266 -0.3 -0.4 0.0
H 3.145 5.130 1.969 0.1 -0.4 0.0
C 1.304 -3.154 -0.226 -0.5 0.0 -0.5
C 1.886 -4.544 -0.678 -0.9 0.2 -1.1
C 2.347 -5.233 0.611 0.9 0.7 0.1
C 2.485 -6.755 0.698 -0.8 -0.1 -0.6
C 1.282 -7.420 0.014 0.2 1.0 1.1
C 1.076 -6.905 -1.378 -0.6 0.4 -0.1
N 0.845 -5.416 -1.345 2.2 -1.5 4.7
O 0.260 -4.863 -2.392 -0.9 1.0 -2.9
C 2.218 -7.398 -2.197 0.5 -0.1 -2.5
C -0.200 -7.610 -1.900 1.0 0.9 -0.5
C 3.102 -4.228 -1.633 -0.4 -0.8 0.4
H 0.791 -2.601 -1.013 0.2 -0.2 -0.5
H 2.046 -2.445 0.143 0.6 -0.3 -0.2
H 0.581 -3.127 0.589 -0.2 -0.9 0.1
H 3.324 -4.755 0.683 0.3 -0.2 0.8
H 1.733 -4.787 1.393 -0.1 -0.6 0.3
H 2.510 -7.138 1.718 0.2 0.4 0.2
H 3.390 -7.107 0.201 0.1 0.1 0.0
H 0.377 -7.132 0.548 -0.1 -0.4 0.4
H 1.425 -8.501 0.004 -0.2 0.0 0.0
H 2.019 -7.071 -3.217 0.1 0.2 -0.3
H 3.251 -7.099 -2.024 -0.2 0.1 0.6
H 2.168 -8.483 -2.296 0.2 -0.2 0.3
H -1.065 -7.115 -1.461 -0.2 -0.5 0.1
H -0.222 -7.493 -2.984 -0.3 0.0 0.0
H -0.066 -8.669 -1.676 -0.6 0.0 0.1
H 3.592 -3.294 -1.356 0.0 0.0 0.0
H 2.837 -4.196 -2.690 -0.3 0.1 0.2
H 3.822 -5.038 -1.516 0.2 0.0 -0.1
H -0.586 -4.577 -2.040 -0.6 0.3 -0.3
```
Positions in Å, forces in eV/Å.